{"formula": "C4H5AgLiO2", "method": "the ωB97M-V functional and the def2-TZVPD basis", "energy_ev": -12507.7798, "e_homo_ev": [-18.1, -18.6], "relative_energy_kj_mol": 0.00, "total_charge": 2, "multiplicity": 2, "elements": ["H", "C", "C", "O", "C", "C", "Li", "H", "H", "H", "Ag", "O", "H"], "coordinates": [[-2.027060, 5.352348, 3.593910], [-2.093202, 3.380865, 1.132752], [-3.514751, 5.425556, 2.133987], [-4.078321, 4.286908, 2.302891], [-2.066181, 5.464035, 2.498904], [-1.232992, 4.393726, 1.806295], [-3.357428, 2.455502, -1.345479], [-1.719964, 6.485413, 2.270570], [-1.959018, 2.219990, 1.674485], [-0.572652, 4.818522, 1.032329], [-5.461268, 5.207333, 1.039999], [-2.298425, 3.341374, -0.063004], [-0.574132, 3.848780, 2.499088]], "forces_ev_per_angstrom": [[-0.3, 0.0, -0.2], [3.6, -5.6, 0.8], [-1.0, -5.3, 1.7], [1.9, 3.5, -0.1], [0.6, 2.5, 0.2], [0.1, 0.3, -0.4], [0.4, -0.2, -0.1], [0.2, -0.5, 0.2], [-1.4, 3.1, -0.9], [-0.4, 0.1, 0.2], [-1.8, 1.0, -1.0], [-1.6, 0.8, -0.5], [-0.4, 0.3, 0.0]], "mulliken_spin": [0.0068, 0.0076, 0.4713, 0.2723, 0.1611, 0.0153, -0.0005, -0.0092, 0.0047, -0.0002, 0.0576, 0.0099, 0.0032]}

***

{"formula": "C22H36N6O4", "method": "the ωB97M-V functional and the def2-TZVPD basis", "energy_ev": -40503.4133, "e_homo_ev": -5.4, "multiplicity": 1, "elements": ["H", "C", "C", "C", "H", "C", "C", "O", "H", "C", "H", "H", "C", "C", "C", "N", "C", "C", "N", "C", "H", "N", "C", "H", "N", "H", "N", "H", "H", "H", "C", "H", "H", "H", "H", "H", "H", "C", "H", "H", "C", "O", "H", "H", "H", "C", "O", "H", "H", "H", "H", "C", "C", "H", "O", "H", "C", "N", "H", "H", "H", "C", "H", "H", "H", "C", "H", "H"], "coordinates": [[3.072582, 1.304642, 4.014238], [1.891421, 1.463979, 0.342676], [-6.035672, -3.800681, -1.619102], [-2.052881, -1.749274, -1.376306], [5.718590, -0.411552, 4.013453], [4.558526, 0.633685, 2.352413], [-5.088154, -3.968906, -0.253419], [9.241574, 0.918586, 3.257723], [4.197442, 3.168886, 0.791953], [-5.971173, -2.304678, -2.360339], [2.116624, 0.492933, 0.997240], [3.129371, 0.429119, -2.981635], [1.887637, 2.811240, 1.276599], [-6.511678, 0.528149, -2.420963], [-5.757116, 0.756870, -3.884366], [9.444339, -0.155683, 2.667890], [-6.621516, -0.941128, -1.694273], [-5.098970, -0.605320, -4.565758], [-1.061298, -1.561890, -2.307290], [3.961425, 3.242076, 3.058080], [1.528684, 1.457360, -2.924721], [-2.881614, -3.003697, -1.623309], [-4.313236, -1.122539, 1.659327], [1.461511, 2.477437, 2.340751], [-4.894179, 0.275514, 1.465749], [-0.932040, -2.237611, -3.094432], [-3.587511, -1.600313, 0.416749], [-4.777871, 0.810394, 2.360236], [-4.698606, -2.987516, -4.417804], [3.745514, -0.205176, 2.266787], [2.219340, 0.738400, -2.308079], [1.646633, -1.060527, -0.874190], [6.811998, 0.615678, 2.732625], [4.910844, 1.628686, 4.373328], [3.222842, 4.653685, 1.423158], [1.116984, 3.638164, 0.893636], [3.067596, 2.669264, -1.280826], [-3.870670, -2.842222, -0.450544], [-5.696890, 1.833742, -4.363699], [0.766468, 1.315545, -0.028241], [1.404328, -0.636476, -1.939268], [9.962549, -1.108424, 3.273328], [6.052335, -1.094390, 2.203435], [5.027005, 3.774515, 3.113074], [-5.781233, -3.636186, 0.654523], [4.075813, 1.674209, 3.524490], [-6.768497, -4.804248, -2.107958], [-3.529788, -1.056721, 2.542327], [1.712347, -1.448225, -2.757274], [3.268984, 3.859369, 3.798624], [-7.155644, -1.055223, -0.649359], [-5.205416, -2.086353, -3.828951], [-0.194182, -0.326585, -2.204418], [-5.153294, -1.876563, 2.039654], [9.128964, -0.277054, 1.472601], [4.863596, 1.131341, 1.338107], [2.808580, 1.558145, -1.012835], [-2.480491, -0.954513, -0.160474], [-5.926360, 0.151171, 1.245154], [-0.243664, 0.201396, -3.273628], [-6.985539, 1.445640, -1.856773], [3.360967, 3.474727, 1.550654], [-4.527298, -0.441474, -5.600400], [3.849960, 1.040378, -0.743990], [-0.655199, 0.456727, -1.445947], [5.936455, -0.144564, 2.893912], [-2.026134, -0.067161, 0.169110], [-4.686012, -5.058778, -0.113034]], "forces_ev_per_angstrom": [[1.9, 0.8, -1.0], [-1.3, 0.0, -0.4], [-2.8, -3.4, -2.7], [-2.2, -2.7, -0.1], [0.8, 0.3, -2.2], [1.0, -0.8, 1.3], [-0.3, 1.9, -0.4], [-0.2, 0.6, 0.3], [-1.9, 0.4, 1.2], [0.2, 3.9, -2.1], [-0.2, 2.3, -1.5], [-1.8, 0.8, 1.2], [-0.1, -0.4, 1.0], [1.5, -2.8, -1.7], [-0.4, -4.6, 2.7], [0.2, -0.3, 0.1], [2.0, -0.1, -3.0], [-1.8, 0.4, 3.3], [-0.8, 1.8, 2.7], [-0.2, 0.6, 0.0], [1.2, -1.4, 1.1], [-2.0, 5.5, 7.1], [0.0, 0.9, 1.8], [0.9, 0.7, -2.2], [-0.6, -1.9, 0.6], [-0.5, 0.8, 1.3], [-1.2, -4.4, -2.9], [-0.4, -0.8, -1.2], [-1.3, 2.1, 1.6], [1.4, 1.7, -0.3], [0.4, 0.2, 0.3], [-0.6, 0.9, -2.1], [-1.3, -1.8, 0.7], [-1.9, 0.2, -1.7], [0.4, -2.5, 0.3], [1.8, -1.9, 0.5], [-0.7, -2.1, 0.4], [3.0, 1.2, -1.3], [-0.1, -2.6, 1.1], [2.1, 0.3, 0.8], [-0.3, 0.1, -1.1], [0.1, -0.3, 0.2], [0.2, 1.9, 1.7], [-2.3, -1.3, -0.2], [1.6, -0.8, -1.9], [0.6, 0.4, 0.2], [4.9, 6.5, 3.3], [-1.4, -0.2, -1.9], [-0.7, 1.6, 1.9], [1.4, -1.4, -1.4], [1.1, 0.4, -2.4], [-1.3, 2.8, 1.0], [1.0, 1.0, -1.2], [2.1, 1.2, -1.5], [-0.3, 0.0, -0.6], [-1.0, -0.9, 1.9], [1.1, -0.9, 0.7], [1.4, -2.3, -3.7], [1.8, 0.6, 0.5], [0.1, -1.1, 2.4], [1.0, -2.1, -1.3], [0.2, 1.2, 0.2], [-1.4, -0.8, 2.6], [-2.2, 1.2, -0.6], [1.0, -1.8, -1.5], [-1.4, 0.6, -1.0], [-1.1, -1.4, -0.3], [-0.7, 2.3, -0.4]], "nbo_charge": [0.1916, -0.4098, 0.5596, 0.6073, 0.1962, -0.4295, -0.5460, -0.5721, 0.2186, -0.1568, 0.2284, 0.2351, -0.4207, -0.2200, -0.2118, 0.7098, -0.2341, -0.2306, -0.5770, -0.4091, 0.1990, -0.4582, -0.0734, 0.2091, -0.8394, 0.4573, -0.2380, 0.3884, 0.2547, 0.1788, -0.4140, 0.2414, 0.2699, 0.2323, 0.2105, 0.2067, 0.2304, 0.4810, 0.2573, 0.1546, -0.4286, -0.5545, 0.2156, 0.2279, 0.2606, -0.4330, -0.4757, 0.2258, 0.2191, 0.1965, 0.2226, -0.1948, -0.2359, 0.2327, -0.5728, 0.2067, -0.4328, -0.4180, 0.3768, 0.2260, 0.2422, -0.4282, 0.2506, 0.2308, 0.2065, -0.6200, 0.4701, 0.3058]}

***

{"formula": "C2HFO3S", "method": "the ωB97M-V functional and the def2-TZVPD basis", "energy_ev": -21781.8476, "e_homo_ev": -9.6, "relative_energy_kj_mol": 214.26, "multiplicity": 1, "elements": ["O", "C", "O", "S", "O", "H", "F", "C"], "coordinates": [[2.957981, 0.791899, 0.983520], [0.212562, 0.168218, 0.398893], [3.322950, -0.279855, -1.344831], [3.571967, -0.218827, 0.086311], [0.605889, -0.879325, 0.074496], [-0.910037, 1.606088, 1.201880], [0.027244, 2.274828, -0.459042], [0.145586, 1.483922, 0.625849]], "forces_ev_per_angstrom": [[1.4, -2.0, -2.5], [1.7, -1.4, -2.1], [0.0, 0.6, 1.8], [-1.0, 1.4, 0.7], [-0.6, 0.6, 1.1], [2.7, 0.1, -0.2], [0.8, 0.4, -0.9], [-4.9, 0.4, 2.1]], "nbo_charge": [-0.8109, 0.6602, -0.8060, 1.6092, -0.4294, 0.1970, -0.3205, -0.0997]}

***

{"formula": "C38H36BF5N7O11", "method": "the ωB97M-V functional and the def2-TZVPD basis", "energy_ev": -87193.2775, "e_homo_ev": -11.6, "total_charge": 1, "multiplicity": 1, "elements": ["O", "C", "C", "O", "O", "O", "H", "C", "C", "H", "F", "H", "H", "N", "H", "F", "H", "C", "N", "C", "H", "F", "C", "N", "C", "N", "H", "H", "H", "H", "H", "H", "N", "H", "C", "C", "H", "H", "H", "H", "C", "O", "N", "C", "H", "C", "O", "H", "H", "C", "C", "O", "F", "H", "H", "C", "C", "C", "H", "C", "C", "H", "N", "B", "C", "C", "C", "C", "C", "O", "C", "C", "H", "C", "H", "C", "H", "H", "H", "O", "H", "F", "H", "H", "C", "C", "C", "C", "C", "C", "O", "H", "H", "O", "C", "C", "C", "H"], "coordinates": [[3.261004, -3.455624, 3.196537], [-1.292622, -0.068712, 8.351224], [-3.501881, -0.799171, 7.748295], [4.553099, 6.162322, 0.886028], [0.903888, -0.498491, 9.879225], [-4.032733, -2.999833, -4.907613], [3.562576, 0.753629, 3.209828], [2.335186, -4.152181, 5.649870], [-1.930005, -0.054776, -5.574286], [1.672548, -3.731024, 8.942136], [-1.013538, 2.505592, -1.550729], [-3.553333, -0.273665, -8.617157], [-0.211554, 3.196348, -6.348136], [0.026804, -1.331253, 9.998213], [-2.266066, 2.113572, -7.245038], [-0.233472, -2.380934, 2.623197], [-0.477898, 0.633766, 8.256308], [-2.693059, -0.079679, -4.395322], [3.749247, 5.326719, 0.534268], [-0.054270, -1.043759, 0.678763], [-2.547520, 0.949072, 6.948814], [0.873928, 2.254481, -2.513847], [-3.385590, -1.884938, 8.606311], [-4.326007, 2.327202, -1.953778], [2.048154, -3.514317, 7.949944], [-0.097493, 1.077397, -4.430006], [-4.200900, -2.587996, 8.705837], [-4.522963, 1.384411, -6.621345], [1.613691, -2.364324, 1.118877], [-4.411890, -0.656158, 7.180438], [2.998077, -1.423989, -0.697656], [2.166248, 0.299437, -2.135153], [3.478329, -2.646939, 4.079293], [0.467423, -1.412544, -6.636934], [4.486039, 2.696006, 3.080904], [2.773294, 1.894410, 1.594986], [-1.839930, 1.381977, -8.798063], [1.519723, 2.813167, -6.001281], [2.857609, -1.610249, 8.514383], [2.690930, 1.123108, -7.644643], [-0.535568, -0.015916, -0.109765], [-2.694296, 0.486438, -2.060582], [-0.859412, 1.032091, -3.339644], [-0.923673, -1.624032, 1.779030], [1.772795, 0.752734, -9.127289], [3.193377, -2.032846, 6.442506], [0.094529, -2.304376, 10.721739], [2.245057, 2.406317, -8.751891], [-4.669116, -0.253028, -3.487329], [0.239229, 0.491879, -1.144184], [1.902583, 1.467053, -8.318824], [2.986023, 5.449074, -0.405460], [-1.599615, -0.695897, 2.447144], [-1.528099, 0.375837, 0.069037], [-3.433026, -3.388904, -2.691395], [-1.197302, -1.152581, 9.205248], [1.213821, -1.580345, 0.491386], [1.510507, -0.045346, -1.346826], [1.085854, 3.715180, -7.434833], [0.751977, 2.917518, -6.772653], [4.531014, 3.894394, 2.382358], [5.136852, 2.542029, 3.930236], [0.613036, 1.677897, -7.587199], [0.352008, 0.519961, -6.802679], [1.861990, -4.430163, 6.921647], [-2.058719, 0.494325, -3.282529], [-0.631374, 0.532908, -5.505145], [-3.636730, 1.408708, -1.984848], [-2.455568, 0.105080, 7.618480], [0.910646, -0.701117, -7.109013], [-4.052649, -0.691518, -4.272282], [-3.345115, 0.284876, -7.702594], [-3.169080, -1.458388, -6.508514], [-2.225396, -2.067965, 9.341262], [3.712434, -1.104958, 6.253735], [3.692891, 4.068539, 1.294075], [-1.735370, -1.170225, -7.437118], [1.346050, -5.361218, 7.111233], [5.213059, 4.675635, 2.683777], [4.066545, -1.595833, 3.909314], [2.161260, 3.239591, 0.039379], [-1.851565, -2.441776, 1.205373], [2.096636, 1.104762, 1.295537], [-3.383855, 2.220312, -8.632028], [2.991605, -2.953724, 5.428804], [2.808909, 3.085080, 0.890219], [-3.974005, -2.202472, -4.020490], [-2.487013, -0.668110, -6.827988], [3.607447, 1.697402, 2.683245], [-2.664611, 1.585567, -8.117291], [-3.845078, -2.509826, -2.717237], [-4.590994, -0.557050, -5.208816], [-2.130982, -2.910436, 10.010277], [-4.604416, 0.552819, -7.102751], [-0.206046, 1.592791, -2.087608], [1.995372, -1.053663, -0.532569], [2.714950, -2.319088, 7.710478], [2.191402, -4.861159, 4.848126]], "forces_ev_per_angstrom": [[-0.1, 0.0, -0.1], [0.1, 0.2, -0.1], [0.0, 0.0, 0.0], [0.0, 0.0, 0.0], [0.0, 0.0, 0.0], [0.3, -0.2, 0.0], [0.1, 0.0, 0.1], [-0.1, -0.2, -0.1], [-0.4, -0.1, 0.7], [0.0, 0.0, 0.0], [-0.6, -0.3, 0.0], [-0.1, -0.1, 0.1], [0.1, 0.0, 0.1], [0.1, 0.0, 0.0], [0.0, 0.1, -0.1], [0.1, 0.2, 0.3], [0.1, -0.1, 0.1], [0.9, 0.4, -0.1], [0.0, 0.1, 0.0], [0.3, -0.4, 0.8], [0.0, 0.0, 0.0], [-0.2, 0.0, -0.2], [0.0, 0.1, -0.1], [-0.3, -0.2, 0.1], [0.0, 0.0, 0.0], [-1.0, -0.6, 0.1], [0.0, 0.0, 0.0], [-0.2, 0.1, -0.1], [-0.1, 0.0, 0.1], [0.0, 0.0, 0.0], [0.0, 0.0, 0.0], [-0.2, 0.2, 0.0], [0.0, 0.0, 0.0], [0.3, -0.2, 0.0], [-0.1, 0.0, -0.1], [0.0, 0.0, 0.0], [0.1, 0.1, 0.1], [-0.2, 0.0, 0.1], [0.0, 0.0, 0.0], [0.0, -0.1, -0.1], [-0.5, 0.3, -0.2], [-0.1, 0.2, 0.0], [0.4, 0.5, 0.4], [-0.3, -0.5, -1.1], [0.0, -0.1, 0.1], [0.0, 0.2, 0.1], [0.0, 0.0, 0.0], [-0.2, 0.0, 0.0], [0.2, 0.1, 0.1], [0.2, -0.3, 0.0], [-0.3, 0.3, -0.4], [0.0, 0.0, 0.0], [0.0, 0.2, 0.3], [0.1, 0.0, 0.1], [-0.5, -0.2, 0.3], [-0.2, 0.0, -0.1], [0.1, 0.5, -0.5], [0.3, -0.1, -0.2], [-0.2, 0.1, 0.0], [-0.2, 0.0, -0.7], [0.1, 0.0, 0.1], [0.0, 0.0, 0.0], [1.8, -0.5, 1.3], [-0.5, -0.1, -0.3], [0.0, 0.1, 0.1], [-1.0, -0.5, -0.6], [0.3, 0.2, -1.2], [0.6, 0.3, 0.0], [-0.1, -0.1, 0.0], [-0.5, 0.4, 0.1], [-0.7, -0.4, 0.0], [0.2, 0.4, -0.6], [0.1, -0.1, -0.2], [-0.1, -0.2, 0.1], [0.0, 0.0, -0.1], [0.0, -0.2, 0.1], [0.2, 0.4, 0.0], [0.0, 0.0, 0.0], [0.0, 0.1, -0.1], [0.0, 0.0, 0.0], [0.1, 0.1, 0.0], [0.0, 0.1, 0.1], [0.0, 0.0, 0.0], [0.0, 0.0, 0.0], [-0.1, 0.0, 0.2], [-0.1, -0.1, -0.1], [-0.2, 0.4, -0.1], [-0.5, -0.2, 0.3], [0.0, -0.1, 0.1], [0.1, -0.4, 0.1], [0.7, 0.2, -0.3], [0.1, 0.0, 0.0], [0.1, 0.1, 0.0], [0.3, -0.1, 0.3], [1.4, 0.2, 0.8], [-0.1, -0.2, 0.1], [0.0, -0.1, 0.0], [0.1, 0.1, -0.1]], "lowdin_charge": [0.0637, -0.0029, -0.0694, 0.0911, 0.0676, 0.1534, 0.0881, -0.0036, -0.0252, 0.1043, 0.1844, 0.1546, 0.0803, -0.3479, 0.0768, 0.1635, 0.1193, -0.0036, -0.3540, -0.0912, 0.1074, 0.1464, -0.0623, 0.2451, -0.0572, 0.2379, 0.1098, 0.1027, 0.1213, 0.1075, 0.1249, 0.1279, -0.3446, 0.1074, -0.0490, -0.0619, 0.0905, 0.0948, 0.1030, 0.0971, 0.0472, 0.1003, 0.1241, -0.5872, 0.0939, 0.0034, 0.0743, 0.0912, 0.1333, -0.1064, -0.0473, 0.0684, 0.1691, 0.1323, 0.1440, -0.1488, 0.0269, -0.0101, 0.0916, -0.0609, 0.0062, 0.1127, -0.0634, -0.5696, -0.0557, -0.1270, -0.0259, -0.2781, -0.0655, 0.1785, -0.0016, -0.3799, 0.1150, -0.0007, 0.1191, -0.1444, 0.1382, 0.1110, 0.1224, 0.0589, 0.1059, 0.1274, 0.0840, 0.0986, -0.1518, -0.0037, -0.4894, -0.0476, -0.0563, -0.0182, 0.1363, 0.1215, 0.1206, -0.0202, -0.4275, -0.0304, -0.0552, 0.1186]}

***

{"formula": "C4H6CuO3", "method": "the ωB97M-V functional and the def2-TZVPD basis", "energy_ev": -55004.6705, "e_homo_ev": [-19.3, -19.8], "relative_energy_kj_mol": 0.00, "total_charge": 2, "multiplicity": 2, "elements": ["H", "C", "H", "H", "O", "H", "H", "C", "H", "C", "O", "O", "C", "Cu"], "coordinates": [[1.596311, -3.074246, 1.502640], [-0.331528, 0.424200, -0.162919], [2.751360, -1.588851, 1.547759], [2.132561, -2.527540, -0.173132], [-1.271828, 0.048526, 0.460431], [-1.527369, 2.748322, -0.231740], [-2.063724, 1.752085, -1.645578], [2.017105, -2.190365, 0.997113], [-0.833648, 3.057990, -1.873145], [0.961512, -1.437642, 0.408709], [-0.131787, 1.386043, -0.960368], [0.948791, -0.278211, -0.045570], [-1.238158, 2.309459, -1.191797], [-3.009599, -0.629771, 1.367598]], "forces_ev_per_angstrom": [[0.5, 0.2, -0.2], [0.6, 0.7, -1.2], [0.4, -0.3, -0.6], [1.1, 0.0, 1.8], [-0.8, -0.5, 0.6], [0.1, 0.0, -0.3], [0.2, 0.2, 0.0], [-1.7, -0.4, -1.8], [-0.1, -0.2, 0.2], [0.1, 0.1, 1.1], [0.4, -0.7, 0.5], [-0.2, 0.3, 0.1], [-0.6, 0.5, -0.1], [0.1, 0.1, -0.1]], "mulliken_spin": [0.0141, 0.0132, 0.0384, 0.0084, 0.0075, -0.0001, 0.0001, 0.0461, 0.0006, 0.7569, 0.0024, 0.1113, 0.0007, 0.0006]}